C22H51N2O9PS | wB97M-V/def2-TZVPD

Calculated values
molar mass	550.70	g mol⁻¹
orbital gap	0.321	Ha
LUMO	0.648	eV
structure (SMILES)	CCOCCO[C@@H]1C[C@@H](P(C)C)OS(=O)(=O)C1.COCCNCCOC.COCCNCCOC

Positions of all 86 atoms, in Å:
C  0.1966  -0.8068  2.1949
C  0.6603  0.6019  1.8137
O  -0.2022  1.1220  0.8266
C  0.3124  2.2211  0.1020
C  0.3939  3.5181  0.8804
O  -0.8587  4.1616  1.0314
C  -1.7188  3.4976  1.9285
C  -3.0777  4.1500  1.8383
C  -4.1662  3.4479  2.6313
P  -4.9090  1.8912  1.8407
C  -3.7296  1.2739  0.5801
C  -5.0144  0.6103  3.1335
O  -3.8104  3.3258  4.0558
S  -2.3906  2.7334  4.4111
O  -2.1352  3.0191  5.7837
O  -2.2871  1.3711  3.9833
C  -1.2683  3.6421  3.3909
H  -0.1969  -0.8034  3.2109
H  -0.6080  -1.1391  1.5438
H  1.0438  -1.4888  2.1701
H  0.6133  1.2277  2.7142
H  1.7031  0.6042  1.4786
H  1.3177  1.9863  -0.2556
H  -0.2987  2.3659  -0.7879
H  0.8947  3.3561  1.8405
H  1.0308  4.2025  0.3189
H  -1.7870  2.4334  1.7128
H  -2.9760  5.1732  2.2149
H  -3.4142  4.2437  0.8056
H  -5.0142  4.1268  2.6387
H  -4.2766  0.5556  -0.0281
H  -2.8181  0.8105  0.9589
H  -3.4612  2.1077  -0.0681
H  -5.4064  1.0711  4.0378
H  -5.7608  -0.1045  2.7843
H  -4.0894  0.0813  3.3359
H  -1.2670  4.6925  3.6731
H  -0.3109  3.1632  3.5885
C  4.6105  2.8731  -6.8329
O  5.0851  1.7973  -6.0486
C  6.2760  2.0770  -5.3239
C  6.0115  2.0995  -3.8350
N  5.1988  3.2496  -3.4630
C  4.7191  3.2378  -2.0863
C  3.7717  2.1203  -1.6649
O  2.4978  2.1737  -2.2812
C  2.4079  1.5427  -3.5468
H  3.7822  2.4966  -7.4302
H  4.2490  3.7050  -6.2184
H  5.3872  3.2453  -7.5077
H  6.7196  3.0210  -5.6533
H  6.9880  1.2757  -5.5404
H  6.9671  2.1559  -3.3053
H  5.5376  1.1437  -3.5712
H  4.4026  3.3022  -4.0850
H  4.2062  4.1870  -1.9123
H  5.5877  3.2200  -1.4200
H  3.5907  2.2420  -0.5919
H  4.2128  1.1250  -1.7951
H  3.0776  0.6822  -3.6172
H  2.6249  2.2348  -4.3647
H  1.3808  1.1974  -3.6668
C  0.0394  -7.1247  -1.0482
O  -1.3209  -7.2635  -0.6931
C  -1.5389  -7.8089  0.6020
C  -2.1460  -6.7805  1.5300
N  -1.1906  -5.7280  1.8456
C  -1.7531  -4.5879  2.5623
C  -2.8168  -3.7510  1.8616
O  -2.3384  -3.0244  0.7459
C  -2.3193  -3.7240  -0.4832
H  0.0715  -6.8249  -2.0941
H  0.5470  -6.3603  -0.4495
H  0.5769  -8.0718  -0.9393
H  -0.6082  -8.2048  1.0187
H  -2.2409  -8.6405  0.4934
H  -2.4463  -7.2749  2.4587
H  -3.0545  -6.3959  1.0459
H  -0.7735  -5.3968  0.9854
H  -0.9246  -3.9209  2.8137
H  -2.1683  -4.9485  3.5090
H  -3.1595  -3.0001  2.5785
H  -3.6977  -4.3411  1.5805
H  -3.1314  -4.4531  -0.5468
H  -1.3662  -4.2346  -0.6498
H  -2.4451  -2.9900  -1.2794